(1)
60
Properties=species:S:1:pos:R:3:forces:R:3 method="wB97M-V/def2-TZVPD" charge=+1 multiplicity=1 lumo_ev=-4.5182 homo_lumo_gap_ev=7.43
C 3.61964 -2.84565 4.92415 0.7 0.5 -1.4
C 3.99857 -1.43053 4.20891 -2.7 0.9 -0.3
Br 5.87310 -1.00025 3.73469 -2.3 -0.7 0.7
C 2.94453 -0.49276 3.92723 1.4 -2.6 -0.2
Br 3.37809 1.21491 3.02759 -1.1 -1.7 1.0
C 1.47221 -0.91560 4.38562 -2.7 -0.4 2.1
N 1.02537 -0.91549 5.77722 -3.6 -1.6 -4.9
C -0.35589 -1.40547 5.68613 1.6 0.2 -2.1
N -1.20612 -1.61989 6.70657 0.0 -0.4 -0.8
N -0.78389 -1.68881 4.30469 2.7 1.4 5.2
N 0.35225 -1.38695 3.60463 2.8 1.5 0.6
O 0.32026 -1.58225 2.25009 0.8 -3.7 0.2
C 0.24650 -3.03546 2.10382 1.1 -4.1 0.4
N 0.19004 -4.25136 2.12779 0.8 6.8 0.0
H 3.13406 -2.67598 5.94617 0.9 -0.2 -1.5
H 4.58236 -3.47132 4.96053 -1.6 1.0 0.2
H 2.88700 -3.37551 4.19705 1.2 0.8 1.3
H -1.96513 -2.31265 6.54917 0.8 1.1 0.5
H -1.08909 -1.17808 7.62657 0.1 -0.5 -0.8
H -1.69194 -2.02425 3.95124 0.8 0.3 -0.4
C 3.57538 0.83736 8.02470 0.2 0.1 0.2
Cl 5.24424 1.34599 8.35800 -0.4 -0.1 -0.1
Cl 3.05093 -0.32551 9.26353 0.0 0.1 -0.2
Cl 2.50574 2.25631 8.05279 0.2 -0.3 -0.1
Cl 3.49770 0.06962 6.42079 0.9 1.0 1.4
C -3.52830 -2.64132 0.88075 -0.8 -0.2 -0.4
Cl -1.91987 -2.28628 1.56307 -2.5 0.6 -1.0
Cl -4.78262 -1.97843 1.95000 0.7 0.1 0.1
Cl -3.66427 -1.89924 -0.72525 0.2 -0.2 0.5
Cl -3.73697 -4.39985 0.74155 0.1 0.4 0.1
C -8.86348 -2.61521 0.43740 -0.2 -0.1 -0.1
Cl -7.21347 -3.27709 0.46226 -0.5 -0.1 -0.2
Cl -10.02678 -3.91138 0.78704 0.3 0.3 -0.1
Cl -9.00769 -1.34100 1.66844 0.1 -0.2 -0.2
Cl -9.20262 -1.93069 -1.16639 0.1 -0.1 0.3
C -1.82440 -0.90337 -4.56678 0.0 -0.1 -0.3
Cl -0.21793 -0.55290 -3.87813 -0.6 -0.8 0.5
Cl -3.08154 -0.23643 -3.50131 0.2 0.0 -0.2
Cl -1.96206 -0.16593 -6.17600 -0.2 -0.3 0.4
Cl -2.03626 -2.66181 -4.70362 0.0 0.4 0.1
C 1.22509 2.69123 -6.63747 0.1 0.1 0.0
Cl 2.85916 3.24040 -6.19787 -0.5 -0.3 0.1
Cl 0.66623 1.48767 -5.45293 0.6 1.0 -0.7
Cl 0.11086 4.07449 -6.64142 0.1 -0.4 0.1
Cl 1.26269 1.95597 -8.25506 0.0 0.1 0.3
C 3.39044 6.87116 -7.56910 0.1 0.0 -0.1
Cl 4.04844 5.35351 -8.22142 0.0 0.6 -0.2
Cl 4.05847 8.24453 -8.47782 -0.1 -0.2 0.2
Cl 1.62130 6.86715 -7.72227 0.4 0.1 0.0
Cl 3.83649 7.02139 -5.85546 -0.1 -0.1 -0.3
C 3.87907 9.40303 -2.58742 0.0 0.1 0.0
Cl 5.34791 8.54366 -2.07441 -0.2 0.1 -0.1
Cl 4.18529 10.23063 -4.12939 -0.1 -0.1 0.3
Cl 2.55264 8.23739 -2.79286 0.2 0.2 0.1
Cl 3.43029 10.59904 -1.35218 0.1 -0.2 -0.2
C -3.24244 -6.36259 -5.98565 0.0 -0.1 -0.2
Cl -3.64488 -5.61580 -4.42306 0.0 -0.1 -0.2
Cl -3.94656 -7.99188 -6.06200 0.1 0.3 0.0
Cl -3.90164 -5.36928 -7.30296 0.1 -0.2 0.3
Cl -1.47652 -6.47118 -6.15192 -0.3 0.0 0.1



(2)
68
Properties=species:S:1:pos:R:3:forces:R:3 method="wB97M-V/def2-TZVPD" charge=-1 multiplicity=1 lumo_ev=1.0624 homo_lumo_gap_ev=5.95
B -6.57416 1.15186 0.69506 0.4 0.4 1.2
C -6.30298 1.72839 2.22090 0.9 2.7 0.2
C -5.58801 3.33717 1.93562 3.0 -1.3 -0.1
C -3.93166 3.29003 1.41759 -4.1 0.4 3.2
O -4.43941 3.74817 2.91313 -1.2 -0.8 -4.5
H -7.19904 1.96603 0.11047 -0.9 0.6 -0.6
H -5.52461 1.08550 0.16891 1.2 -0.2 -0.7
H -7.04491 0.06690 0.66340 -0.7 -0.9 0.1
H -5.49202 1.14194 2.82692 -1.6 1.2 -0.8
H -7.29511 1.92306 2.80984 1.9 -0.4 -0.6
H -6.32757 4.21993 1.43793 2.3 -2.3 1.6
H -3.45923 2.22590 1.53242 -0.8 2.4 -0.6
H -3.54874 4.17414 0.75386 -0.5 -2.0 1.5
C 0.22060 3.87765 0.76579 -0.2 -0.1 -0.1
Cl -0.19053 2.25314 1.37115 0.1 0.5 -0.2
Cl -0.17295 5.09185 2.00881 -0.3 -0.5 -0.1
Cl 1.96181 3.95019 0.39500 -0.5 -0.3 -0.1
Cl -0.71584 4.21538 -0.71187 0.3 -0.1 0.4
C 5.32528 1.53624 0.02899 -0.2 0.0 0.2
Cl 6.40544 0.83096 -1.19997 -0.1 0.1 0.2
Cl 3.85181 0.54386 0.16448 0.6 0.5 0.8
Cl 6.16123 1.57601 1.60193 -0.2 0.0 -0.5
Cl 4.88271 3.19417 -0.45044 0.3 -0.4 0.0
C -8.61701 -1.89997 -1.86130 0.2 0.4 0.2
Cl -9.19653 -0.21654 -1.93024 0.2 -0.6 0.0
Cl -6.83614 -1.91340 -1.81036 -0.5 0.0 0.0
Cl -9.25894 -2.68964 -0.39880 0.1 0.2 -0.4
Cl -9.17651 -2.78031 -3.30574 0.0 0.0 0.2
C 2.18594 -0.36569 -3.68089 0.0 -0.2 0.1
Cl 1.96897 -2.12995 -3.80276 0.2 0.5 0.2
Cl 3.61022 -0.01081 -2.67106 -0.6 -0.3 -1.1
Cl 2.42726 0.31687 -5.30890 0.0 0.2 0.4
Cl 0.73727 0.36113 -2.94094 0.5 0.0 -0.2
C 1.76480 -3.62234 -7.79636 -0.1 0.2 0.0
Cl 1.61474 -2.01711 -7.03791 0.0 -0.7 -0.6
Cl 1.26469 -3.52175 -9.50341 0.1 -0.1 0.4
Cl 3.45896 -4.16638 -7.70492 -0.4 0.1 0.0
Cl 0.72086 -4.78415 -6.93912 0.3 0.2 -0.3
C -1.87673 -3.61798 -2.75993 -0.2 0.1 0.2
Cl -1.12853 -4.27363 -4.23805 -0.1 0.2 0.3
Cl -1.92567 -4.88395 -1.50725 0.0 0.3 -0.3
Cl -0.91753 -2.23672 -2.17119 -0.5 -0.6 -0.1
Cl -3.53516 -3.07753 -3.12325 0.5 -0.2 0.1
C 6.12990 -3.42664 -4.48515 -0.1 0.1 0.0
Cl 5.31085 -2.04570 -5.25761 0.3 -0.4 0.2
Cl 7.29348 -2.82678 -3.27663 -0.3 -0.1 -0.3
Cl 4.92115 -4.46129 -3.68330 0.3 0.3 -0.2
Cl 6.99402 -4.37283 -5.72307 -0.2 0.2 0.3
C 3.47655 1.63138 4.49961 -0.1 0.1 -0.2
Cl 2.75208 2.78270 3.34890 0.3 -0.4 0.4
Cl 2.53165 1.62734 6.01005 0.3 0.4 -1.3
Cl 3.46820 -0.00270 3.78950 0.0 0.4 0.2
Cl 5.15429 2.11814 4.84992 -0.3 -0.1 0.1
C 1.97376 0.01593 10.12237 -0.2 0.1 0.0
Cl 1.75679 -1.74832 10.00050 0.1 0.4 0.0
Cl 3.39804 0.37081 11.13220 -0.3 -0.1 -0.2
Cl 2.21508 0.69849 8.49436 0.0 -0.6 1.3
Cl 0.52509 0.74275 10.86232 0.3 -0.2 -0.2
C 0.50861 -7.88949 0.57853 0.0 0.1 0.0
Cl -0.98932 -7.09303 1.12294 0.4 -0.2 -0.1
Cl 1.16672 -7.01811 -0.82924 -0.2 -0.2 0.4
Cl 1.70414 -7.87255 1.89951 -0.3 0.0 -0.3
Cl 0.15291 -9.57431 0.12102 0.1 0.4 0.1
C 3.45378 7.74911 0.69116 -0.2 0.0 0.1
Cl 3.49609 9.48579 1.08697 0.0 -0.3 -0.1
Cl 2.02739 7.00098 1.45273 0.7 0.6 -0.3
Cl 3.35899 7.54494 -1.07628 0.0 0.0 0.4
Cl 4.93269 6.96476 1.30115 -0.3 0.1 -0.1



(3)
44
Properties=species:S:1:pos:R:3:forces:R:3 method="wB97M-V/def2-TZVPD" charge=0 multiplicity=1 lumo_ev=-1.2403 homo_lumo_gap_ev=8.21 de_lowest_kcal_mol=0.0
Pt -0.15251 -0.69069 -0.25893 0.7 0.1 0.3
N 3.79508 -1.11641 -1.15783 0.0 0.0 0.0
C 3.93220 0.26208 -1.20848 0.1 0.0 0.0
C 5.04156 1.05481 -1.47971 0.0 0.0 0.0
C 4.83060 2.41586 -1.49319 0.0 0.0 0.0
C 3.56003 2.96308 -1.25516 0.0 0.0 0.0
C 2.46347 2.17594 -0.98309 -0.1 -0.1 0.1
C 2.66404 0.79466 -0.94650 0.0 -0.1 0.0
N 1.79278 -0.27372 -0.72993 0.2 -0.4 0.0
C 2.50626 -1.37635 -0.88028 -0.2 -0.1 0.0
C 1.82502 -2.66162 -0.79394 0.1 0.0 -0.1
C 2.23245 -3.94866 -0.91680 0.0 0.1 0.1
S 0.89344 -4.99937 -0.72810 0.1 0.0 0.0
C -0.14425 -3.68084 -0.49802 0.0 0.1 0.0
N 0.46823 -2.53292 -0.56528 -0.1 -0.2 -0.2
H 4.51833 -1.79576 -1.31659 0.0 0.0 0.0
H 6.01565 0.62759 -1.67428 0.0 0.0 0.0
H 5.66035 3.07833 -1.69710 0.0 0.0 0.0
H 3.43872 4.03668 -1.28328 0.0 0.0 0.0
H 1.49282 2.60352 -0.79761 -0.1 0.0 0.0
H 3.22516 -4.32543 -1.09211 0.0 0.0 0.0
H -1.20587 -3.77436 -0.31778 0.0 0.0 0.0
F -1.08320 0.12046 2.83351 0.0 0.1 0.0
C -0.48463 1.31213 2.88736 0.0 -0.2 0.0
F -0.97978 1.99987 3.90748 0.0 0.0 -0.1
F 0.82115 1.11786 3.08750 0.0 0.0 0.0
S -0.73497 2.22489 1.30248 -0.2 0.7 0.9
O -0.23975 1.27716 0.30061 -0.6 -0.1 -0.7
O 0.11003 3.37164 1.39561 0.0 0.0 0.0
N -2.21939 2.58808 1.31777 0.2 -0.3 -0.4
S -3.51348 2.03287 0.57151 -0.5 -0.1 0.1
O -3.38014 0.78242 -0.12394 0.2 0.8 0.2
O -4.20929 3.11365 -0.04668 0.1 0.0 -0.1
C -4.50827 1.65095 2.07420 0.0 0.0 0.1
F -4.66150 2.73749 2.83015 0.0 0.0 -0.1
F -3.91398 0.71255 2.81161 0.0 -0.1 0.0
F -5.71041 1.21266 1.70330 0.0 0.0 0.0
Cl -4.77314 -2.06478 0.89372 0.0 0.0 0.1
C -4.00475 -2.36975 -0.64969 0.0 0.2 0.0
Cl -3.64067 -4.11856 -0.82909 0.0 -0.1 0.0
C -2.68629 -1.62053 -0.88764 0.1 -0.1 -0.1
O -2.35822 -1.39449 -2.03395 -0.1 -0.1 -0.1
O -1.98289 -1.40135 0.17127 0.2 -0.2 0.3
H -4.70001 -2.12160 -1.44310 0.0 0.0 0.0



(4)
30
Properties=species:S:1:pos:R:3:forces:R:3 method="wB97M-V/def2-TZVPD" charge=+1 multiplicity=1 lumo_ev=-4.5310 homo_lumo_gap_ev=7.45
O 2.86330 -3.08392 0.45376 0.2 -0.4 1.1
C 2.51666 -2.76708 -0.61787 -0.2 0.1 0.1
F 3.10875 -3.18571 -1.68836 0.1 0.2 -1.1
N 1.40876 -1.87837 -0.85985 0.0 0.2 0.7
C 0.29444 -2.31441 -0.12445 0.5 0.1 -1.4
O -0.14091 -1.92842 0.91616 1.7 0.2 0.5
F -0.31972 -3.28418 -0.75140 0.0 -0.6 -0.1
C 1.73142 -0.48006 -0.65716 -0.3 0.4 -0.1
C 2.96671 0.00698 -0.28170 0.4 -0.2 0.0
C 3.18306 1.37561 -0.15849 -0.4 0.1 -0.1
C 2.14853 2.27965 -0.36366 0.0 -0.3 -0.1
C 0.90392 1.77583 -0.71405 -0.6 0.2 -0.1
C 0.69530 0.42055 -0.89273 0.6 -0.3 0.0
N -0.58379 -0.09507 -1.25827 0.1 0.1 -0.4
C -1.54346 0.40143 -0.34682 -0.4 0.4 0.4
C -2.33714 -0.48340 0.34087 -0.2 -0.8 -0.5
C -3.26751 -0.05776 1.27026 -0.5 -0.1 0.3
C -3.43823 1.30368 1.49268 0.6 0.0 -0.2
C -2.62848 2.20507 0.80257 -0.9 0.1 0.7
C -1.67701 1.75839 -0.08576 0.8 -0.1 -0.6
S -0.52904 2.83200 -0.91740 0.1 0.0 0.2
H 3.79905 -0.65058 -0.08179 0.0 -0.2 0.0
H 4.16026 1.72060 0.13272 0.1 0.1 0.0
H 2.26217 3.34619 -0.25897 0.2 0.1 0.1
H -0.80747 0.25955 -2.19062 0.0 -0.2 0.0
H -2.13529 -1.55336 0.08157 -1.1 0.8 -0.8
H -3.87965 -0.78072 1.80051 -0.3 0.1 -0.1
H -4.15882 1.64821 2.21455 -0.1 0.1 0.0
H -2.75510 3.25955 0.99972 0.1 0.1 -0.1
Cu -1.84071 -2.05021 1.74401 -0.6 -0.1 1.4